No. 1
A structure of composition C31H57F2IN3O11S in a non-equilibrium geometry. Source: OMol25; level of theory: the ωB97M-V functional and the def2-TZVPD basis.

## Properties
**2S+1**: 1
**Net charge**: +1
**LUMO level**: -3.899 eV

Each line ends with the Löwdin charge.
CARTESIAN COORDINATES (ANGSTROEM)
C1 -2.26 -4.37 6.81  -0.1124
C2 -1.27 -4.59 5.67  -0.2703
C3 -1.56 -5.87 4.87  -0.2164
C4 -2.61 -5.73 3.76  -0.2012
C5 -2.38 -4.56 2.79  -0.2168
C6 -3.31 -3.37 3.04  -0.2200
C7 -2.96 -2.13 2.23  -0.2150
C8 -3.97 -0.99 2.43  -0.2126
C9 -3.94 0.07 1.35  -0.2103
C10 -2.57 0.77 1.22  -0.1971
C11 -1.72 0.30 0.02  -0.1707
C12 -1.68 1.25 -1.19  -0.2347
N1 -0.27 1.47 -1.67  -0.4882
I1 0.17 0.56 -3.46  1.0569
C13 0.21 2.79 -1.74  -0.4496
N2 -0.40 3.73 -2.50  0.1259
C14 0.32 4.49 -3.53  -0.2046
O1 -0.33 4.16 -4.72  -0.0887
C15 0.39 4.48 -5.89  -0.2302
O2 1.29 3.44 -6.16  -0.1298
C16 1.44 3.16 -7.56  -0.1651
C17 2.71 2.32 -7.77  -0.2151
O3 2.40 1.00 -8.20  -0.0594
N3 1.31 3.05 -1.07  0.0000
C18 2.01 1.93 -0.41  -0.1118
C19 3.52 2.07 -0.39  -0.1695
O4 3.95 2.24 -1.74  -0.0509
C20 5.30 1.97 -1.97  -0.4906
O5 5.66 0.86 -2.04  0.1891
C21 6.18 3.18 -2.10  -0.1379
C22 6.88 3.50 -0.76  -0.0657
C23 1.89 4.40 -0.96  -0.4107
S1 2.18 5.00 0.71  0.9381
C24 0.51 4.97 1.39  -0.5129
C25 0.17 3.68 2.14  -0.1499
H1 -2.18 -5.17 7.56  0.0736
H2 -2.08 -3.42 7.32  0.0703
H3 -3.30 -4.35 6.45  0.0696
H4 -0.25 -4.64 6.09  0.1034
H5 -1.28 -3.71 5.01  0.0805
H6 -0.63 -6.27 4.44  0.1053
H7 -1.92 -6.63 5.58  0.1093
H8 -2.62 -6.67 3.18  0.1067
H9 -3.61 -5.64 4.20  0.1125
H10 -1.33 -4.22 2.87  0.1034
H11 -2.52 -4.91 1.76  0.0914
H12 -3.28 -3.11 4.11  0.1110
H13 -4.34 -3.68 2.80  0.1174
H14 -2.92 -2.39 1.16  0.1122
H15 -1.95 -1.79 2.52  0.1090
H16 -3.79 -0.50 3.40  0.1217
H17 -4.98 -1.43 2.48  0.1172
H18 -4.22 -0.39 0.39  0.1140
H19 -4.71 0.83 1.57  0.1099
H20 -2.00 0.62 2.14  0.1061
H21 -2.74 1.85 1.14  0.0969
H22 -0.69 0.08 0.32  0.0902
H23 -2.14 -0.66 -0.33  0.1034
H24 -2.24 0.83 -2.02  0.0804
H25 -2.14 2.22 -0.96  0.1194
H26 -1.23 3.33 -2.93  0.1418
H27 0.25 5.56 -3.32  0.1414
H28 1.38 4.17 -3.55  0.1413
H29 -0.35 4.61 -6.69  0.1480
H30 0.95 5.42 -5.74  0.1474
H31 0.58 2.58 -7.92  0.1360
H32 1.50 4.10 -8.13  0.1275
H33 3.33 2.77 -8.54  0.1215
H34 3.28 2.31 -6.83  0.1235
H35 2.50 0.38 -7.46  0.0848
H36 1.77 1.02 -0.96  0.0971
H37 1.62 1.81 0.61  0.1099
H38 3.92 1.12 0.01  0.1385
H39 3.87 2.89 0.25  0.0932
H40 5.61 4.05 -2.45  0.1138
H41 6.94 2.94 -2.85  0.1272
H42 7.62 2.73 -0.53  0.0876
H43 6.17 3.58 0.07  0.0702
H44 7.40 4.46 -0.84  0.0818
H45 2.87 4.40 -1.45  0.0906
H46 1.24 5.10 -1.48  0.0728
H47 -0.20 5.17 0.58  0.0787
H48 0.46 5.83 2.06  0.0756
H49 1.05 3.29 2.66  0.0699
H50 -0.18 2.90 1.46  0.0473
H51 -0.60 3.86 2.89  0.0869
C26 2.27 -1.67 3.24  -0.0350
C27 1.99 -0.41 2.44  -0.3244
O6 1.12 0.31 3.28  0.1064
C28 1.34 -0.10 4.58  -0.5355
O7 0.91 0.46 5.52  0.2047
O8 2.12 -1.20 4.58  0.0838
F1 1.34 -0.65 1.26  0.0550
H52 1.51 -2.43 3.03  0.1444
H53 3.26 -2.08 3.10  0.1443
H54 2.87 0.20 2.23  0.1646
C29 -2.90 -6.74 -1.95  -0.0454
C30 -3.15 -5.39 -2.58  -0.3211
O9 -4.22 -4.88 -1.82  0.1312
C31 -4.22 -5.49 -0.60  -0.5500
O10 -4.87 -5.15 0.33  0.1837
O11 -3.35 -6.53 -0.61  0.0667
F2 -3.51 -5.47 -3.88  0.0792
H55 -3.52 -7.50 -2.42  0.1473
H56 -1.86 -7.05 -1.94  0.1402
H57 -2.31 -4.69 -2.51  0.1687



No. 2
The molecule C3H6BNO3 in a non-equilibrium geometry. Source: OMol25; level of theory: the ωB97M-V functional and the def2-TZVPD basis.

## Properties
**2S+1**: 1
**Net charge**: 0
**LUMO level**: 0.399 eV
**SMILES**: OB(O)N1C=COC1
**Energy relative to the best compared isomer or geometry (same formula, charge and spin)**: 1.337 eV

Each line ends with the Löwdin charge.
CARTESIAN COORDINATES (ANGSTROEM)
B1 1.38 -0.06 -0.04  -0.7765
C1 -0.97 -1.23 0.10  0.0828
C2 -2.18 -0.65 0.15  -0.1100
C3 -0.88 1.13 -0.23  -0.2088
N1 -0.01 0.04 0.00  0.0824
O1 -2.20 0.72 0.04  -0.0482
O2 2.05 -1.27 -0.08  0.1363
O3 2.08 1.11 0.19  0.1730
H1 -0.44 -2.12 0.26  0.0927
H2 -3.10 -1.07 0.21  0.0833
H3 -0.53 2.09 0.43  0.1734
H4 -0.99 1.55 -1.24  0.1291
H5 2.96 -1.35 -0.46  0.1315
H6 2.85 1.11 0.68  0.0590



No. 3
A cluster of 2 separate species, C2H14Si4 in total in a non-equilibrium geometry. Source: OMol25; level of theory: the ωB97M-V functional and the def2-TZVPD basis.

## Properties
**2S+1**: 1
**Net charge**: 0
**LUMO level (alpha / beta)**: -1.355 / -1.186 eV
**Energy relative to the best compared isomer or geometry (same formula, charge and spin)**: 2.942 eV

Each line ends with the Löwdin charge.
CARTESIAN COORDINATES (ANGSTROEM)
C1 0.02 2.39 0.54  -0.2749
C2 0.29 -0.36 -0.91  -0.7676
Si1 -0.80 -1.59 -1.84  0.4572
Si2 -0.77 -0.80 2.29  0.6575
Si3 2.07 -0.71 -0.45  0.4829
Si4 -0.66 1.25 -0.83  0.4197
H1 -0.38 3.43 0.38  0.0375
H2 -0.50 2.07 1.41  -0.0523
H3 1.09 2.37 0.63  0.0100
H4 -0.46 -2.93 -1.46  -0.0782
H5 -0.49 -1.50 -3.22  -0.0939
H6 -2.19 -1.13 -1.99  -0.0770
H7 -1.62 0.38 2.30  -0.1525
H8 -1.35 -1.47 1.19  -0.1944
H9 -0.52 -1.58 3.59  -0.1299
H10 3.10 0.00 -1.45  -0.0511
H11 2.32 -2.22 -0.68  -0.0569
H12 2.24 -0.15 0.82  -0.1207
H13 -2.25 0.83 -0.40  0.0053
H14 -0.72 1.86 -2.26  -0.0208



No. 4
The molecule C5H8N2O in a non-equilibrium geometry. Source: OMol25; level of theory: the ωB97M-V functional and the def2-TZVPD basis.

## Properties
**2S+1**: 1
**Net charge**: 0
**LUMO level**: 0.588 eV
**SMILES**: [H]/N=C(C)/C(=N\[H])[C@H]1CO1
**Energy relative to the best compared isomer or geometry (same formula, charge and spin)**: 3.984 eV

Each line ends with the Löwdin charge.
CARTESIAN COORDINATES (ANGSTROEM)
C1 -1.02 0.28 0.87  -0.1115
C2 -2.12 0.78 -0.05  -0.2198
C3 1.44 0.05 -1.16  -0.0280
C4 -0.26 -0.90 0.60  -0.3098
C5 1.06 0.00 0.29  -0.3669
O1 -2.67 0.17 1.02  -0.0520
N1 -0.54 -2.06 0.23  0.1920
N2 1.74 0.35 1.29  0.1508
H1 -0.72 0.89 1.72  0.1375
H2 0.23 -2.61 -0.14  0.0668
H3 2.67 0.70 1.05  0.0620
H4 -2.20 1.88 -0.10  0.1147
H5 -2.18 0.26 -1.01  0.1208
H6 2.49 0.29 -1.28  0.0794
H7 0.84 0.82 -1.66  0.0871
H8 1.25 -0.90 -1.67  0.0768



E_tot values, unit eV, following the record order: -84427.630, -11518.557, -33805.798, -10338.743.